No. 1
Molecular formula: C40H56BGeN10O4Sr
Method: DFT, wB97M-V/def2-TZVPD

```
! wB97M-V def2-TZVPD RIJCOSX def2/J DEFGRID3
* xyz 1 1
Sr -0.20246 -0.49238 -0.20785
C -1.45416 2.43712 3.02895
C -0.62636 1.52922 2.36965
N -1.04536 1.33312 1.13265
N -2.14386 2.08342 0.96595
C -2.41566 2.76092 2.09485
B -2.96046 1.93242 -0.31825
N -3.49066 0.49022 -0.32625
C -4.74706 0.10632 -0.04615
C -4.78766 -1.27028 -0.05395
C -3.47486 -1.64408 -0.34005
N -2.70476 -0.57678 -0.49015
N -2.05026 2.15972 -1.54705
C -2.11836 3.23072 -2.35585
C -1.18656 3.07912 -3.35695
C -0.58016 1.85922 -3.06725
N -1.09876 1.31942 -1.96855
N -4.13016 2.89802 -0.41085
C -5.08296 2.87342 -1.37885
C -5.92646 3.93852 -1.17125
C -5.40416 4.57862 -0.03915
N -4.33236 3.94962 0.39315
H -1.37236 2.79182 4.03755
H 0.22944 1.00772 2.74585
H -3.26036 3.41922 2.14505
H -5.52516 0.81722 0.13995
H -5.63446 -1.90038 0.12115
H -3.07886 -2.63788 -0.42125
H -2.81196 4.02982 -2.19575
H -0.98156 3.74362 -4.17015
H 0.19354 1.36902 -3.63145
H -5.08586 2.11842 -2.14065
H -6.78766 4.22302 -1.73725
H -5.76386 5.45302 0.46595
C -2.17886 -3.59198 2.59765
C -1.52826 -2.23158 2.88885
C -0.80226 -2.31388 4.23805
C -2.62796 -1.16158 3.01495
O -0.63536 -1.86928 1.85195
Ge 1.28404 -2.32578 1.89735
O 1.79464 -2.59578 -0.00355
C 2.94694 -3.29278 -0.42475
C 3.54884 -4.12438 0.72025
C 2.58134 -4.27308 -1.55085
C 4.00934 -2.30348 -0.95345
O 1.91994 -0.54178 2.12295
C 3.02084 -0.06808 2.85605
C 4.29764 -0.17628 2.01565
C 3.20674 -0.85578 4.15805
C 2.76084 1.40802 3.20865
H -2.77966 -3.90658 3.44665
H -2.82336 -3.53588 1.72425
H -1.40356 -4.33758 2.42505
H -1.50636 -2.48698 5.04485
H -0.08956 -3.13918 4.22445
H -0.27366 -1.38298 4.43485
H -3.37226 -1.49448 3.73355
H -2.20316 -0.22208 3.35605
H -3.11706 -0.99458 2.06185
H 2.79814 -4.80768 1.11695
H 4.39224 -4.70708 0.35905
H 3.89054 -3.47068 1.52115
H 1.88094 -5.02318 -1.18925
H 2.14254 -3.73938 -2.38985
H 3.48274 -4.77548 -1.89465
H 5.01024 -2.64308 -0.70075
H 3.94724 -2.20378 -2.03425
H 3.84904 -1.32368 -0.51435
H 4.49054 -1.22068 1.77975
H 4.18424 0.37802 1.08605
H 5.14954 0.21732 2.56095
H 3.49584 -1.88218 3.93145
H 3.98024 -0.39708 4.76735
H 2.28064 -0.87388 4.72795
H 2.43764 1.95612 2.32605
H 1.99384 1.48922 3.97555
H 3.67314 1.85742 3.59055
C 1.39964 5.85602 1.62775
C 2.62964 5.24692 1.41215
C 2.70954 4.09262 0.66555
C 1.53934 3.52632 0.13295
C 0.30064 4.13012 0.37665
C 0.23764 5.29202 1.11815
N 1.55994 2.40522 -0.65825
N 2.58144 2.15712 -1.31995
C 2.66354 1.11372 -2.16255
C 3.71374 1.18032 -3.10755
C 3.84074 0.24972 -4.11285
C 2.91954 -0.78068 -4.21425
C 1.90064 -0.88218 -3.26425
C 1.77944 0.02542 -2.25365
H 1.35344 6.78312 2.17775
H 3.52634 5.68542 1.82205
H 3.65904 3.60922 0.48685
H -0.58156 3.69812 -0.06785
H -0.71776 5.76192 1.29315
H 4.39334 2.01392 -3.02875
H 4.64314 0.33332 -4.82895
H 2.98184 -1.49038 -5.02435
H 1.18194 -1.68128 -3.34415
C -0.93246 -3.94128 -3.64995
C -1.86936 -2.93368 -4.31945
C -1.63026 -1.64228 -3.51805
O -0.86596 -1.99788 -2.36585
C -0.91136 -3.40688 -2.22255
H 0.06354 -3.89028 -4.09235
H -1.29636 -4.96398 -3.71535
H -2.90256 -3.26058 -4.21165
H -1.65166 -2.80688 -5.37765
H -2.56866 -1.17188 -3.20695
H -1.04806 -0.90768 -4.08255
H -1.82406 -3.72158 -1.70095
H -0.04426 -3.70438 -1.63685
*
```

E_HOMO (alpha / beta)	-10.6874 / -10.6394	eV
frontier orbital gap (alpha / beta)	4.9304 / 6.5392	eV
E_LUMO (alpha / beta)	-5.76 / -4.10	eV

=====

No. 2
Molecular formula: C35H72F6HgN7O11S2
Method: DFT, wB97M-V/def2-TZVPD

```
! wB97M-V def2-TZVPD RIJCOSX def2/J DEFGRID3
* xyz 3 5
Hg 18.09394 8.11761 -39.39409
O 17.22820 5.11428 -37.14924
H 18.16377 5.29076 -37.02607
H 16.72911 5.86743 -37.47370
H 17.10548 4.37113 -37.74445
C 19.14527 3.07043 -40.75775
F 18.98539 1.80618 -40.43233
F 20.26941 3.62969 -40.18547
F 19.42130 3.03220 -42.06035
S 17.51241 4.20510 -40.48840
O 17.98616 5.51670 -40.09601
O 16.73397 4.19837 -41.76483
N 16.95844 3.45298 -39.02949
S 15.68336 2.77227 -39.52581
O 14.58479 3.66646 -39.88831
O 15.85257 1.73317 -40.53136
C 14.99936 1.91736 -37.96476
F 14.81636 2.74641 -36.96304
F 13.90462 1.24587 -38.18653
F 15.85481 0.99543 -37.52282
C 17.74960 -2.33613 -39.43869
C 19.00910 -2.31499 -38.52502
C 18.39099 -1.51738 -37.27265
C 19.13733 -1.71371 -35.97107
C 19.18431 -3.21112 -35.72247
C 19.95036 -4.05365 -36.78402
N 19.42126 -3.75569 -38.17820
O 19.93307 -4.68234 -39.28038
C 21.45266 -3.75961 -36.64818
C 19.77114 -5.60546 -36.46271
C 20.13962 -1.50226 -39.15243
H 17.97274 -2.89091 -40.35003
H 17.45634 -1.44191 -39.98866
H 16.85613 -2.88197 -39.13559
H 18.53725 -0.45875 -37.48717
H 17.38874 -1.92734 -37.14805
H 18.55843 -1.28851 -35.15121
H 20.15945 -1.34724 -35.87591
H 18.19892 -3.67606 -35.69191
H 19.75454 -3.32820 -34.80093
H 21.93896 -4.28296 -37.47143
H 21.87869 -2.75660 -36.62454
H 21.94786 -4.42631 -35.94220
H 19.96760 -5.77163 -35.40351
H 18.74717 -5.95673 -36.58990
H 20.34893 -6.21111 -37.16089
H 20.57990 -1.83441 -40.09260
H 20.94167 -1.77082 -38.46490
H 19.90295 -0.43827 -39.15359
C 10.86987 -1.94859 -41.44180
C 10.40853 -1.06045 -42.63056
C 8.93592 -0.67822 -42.28710
C 8.79503 0.47257 -41.26623
C 9.52806 1.68383 -41.88704
C 11.05753 1.40779 -42.16294
N 11.25390 0.09057 -42.87542
O 12.42584 -0.12481 -43.67696
C 11.58641 2.54907 -43.08188
C 11.82199 1.58498 -40.87237
C 10.31933 -1.98057 -43.87406
H 10.88774 -1.34969 -40.53126
H 11.89374 -2.24099 -41.67480
H 10.37650 -2.90135 -41.24959
H 8.37013 -0.37599 -43.16837
H 8.28751 -1.39027 -41.77658
H 9.13664 0.20275 -40.26693
H 7.72029 0.60606 -41.14286
H 9.45239 2.45393 -41.11937
H 8.96772 2.15214 -42.69625
H 12.67166 2.59297 -43.17357
H 11.28671 2.23297 -44.08107
H 11.15887 3.54493 -42.96542
H 11.60480 0.68261 -40.30083
H 12.89238 1.52552 -41.06937
H 11.50589 2.39423 -40.21411
H 9.59381 -2.79221 -43.92834
H 11.16069 -2.66561 -43.97860
H 10.14414 -1.51079 -44.84190
C 11.53194 -2.22726 -37.03268
C 12.89248 -2.85752 -37.50319
C 13.99854 -2.17194 -36.76137
C 14.11206 -2.55019 -35.25139
C 14.13960 -4.09872 -35.11259
C 13.18540 -4.90811 -35.99939
N 13.03761 -4.35405 -37.38381
O 12.21074 -5.28839 -38.19561
C 13.79119 -6.27965 -35.98231
C 11.82342 -4.89993 -35.25385
C 13.14183 -2.30570 -38.98280
H 10.57766 -2.36775 -37.54034
H 11.60251 -1.14196 -37.10518
H 11.47942 -2.37790 -35.95443
H 14.96674 -2.52949 -37.11186
H 14.00191 -1.11945 -37.04486
H 13.44730 -1.91870 -34.66198
H 15.06254 -2.12138 -34.93386
H 13.93022 -4.38723 -34.08253
H 15.11574 -4.39874 -35.49370
H 14.23191 -6.55328 -35.02367
H 13.05189 -6.92973 -36.45021
H 14.63846 -6.43109 -36.65111
H 11.61477 -5.85619 -34.77413
H 11.74429 -4.12848 -34.48788
H 11.00249 -4.78642 -35.96187
H 12.58161 -2.99323 -39.61650
H 14.13448 -2.62632 -39.29893
H 12.78661 -1.29183 -39.16715
O 19.38271 7.62675 -41.23855
C 20.01453 7.02936 -42.09923
N 19.52028 6.86565 -43.27004
C 21.53622 6.64531 -41.95742
H 18.55229 7.04109 -43.49875
H 20.23542 6.55466 -43.91187
H 21.57305 5.57357 -42.15264
H 21.88807 6.90031 -40.95778
H 22.03485 7.35009 -42.62281
O 20.80071 5.11476 -45.60458
C 21.06623 3.97839 -45.31159
N 20.48670 2.98711 -45.97159
C 22.16971 3.66411 -44.29901
H 20.74875 2.01585 -45.88165
H 20.02502 3.29096 -46.81695
H 22.17708 2.57863 -44.20011
H 21.97575 3.98646 -43.27599
H 23.09913 4.01882 -44.74451
O 17.15881 7.51761 -44.53278
C 16.03198 7.27099 -44.95641
N 15.56776 8.12942 -45.85100
C 15.16003 6.14996 -44.42133
H 16.12393 8.88621 -46.22254
H 14.64063 7.93960 -46.20386
H 15.20481 6.03721 -43.33810
H 15.67292 5.26804 -44.80508
H 14.14010 6.20363 -44.80207
*
```

E_HOMO (alpha / beta)	-14.1013 / -14.6673	eV
frontier orbital gap (alpha / beta)	4.1888 / 4.4074	eV
⟨S²⟩	6.02
E_LUMO (alpha / beta)	-9.91 / -10.26	eV

=====

No. 3
Molecular formula: C21H43N3O15P2
Method: DFT, wB97M-V/def2-TZVPD

```
! wB97M-V def2-TZVPD RIJCOSX def2/J DEFGRID3
* xyz -1 2
C 16.21133 -15.64010 -33.74884
C 16.21879 -14.52230 -34.54447
C 16.16888 -13.10949 -34.08132
O 16.23085 -12.04171 -34.69368
C 15.92871 -13.11411 -32.60739
C 15.81440 -14.23627 -31.83035
C 15.89678 -15.56719 -32.26935
O 15.83780 -16.56328 -31.54027
O 15.83700 -13.99592 -30.51240
O 16.19840 -14.71420 -35.89533
H 16.24188 -16.54991 -34.32998
H 15.91781 -12.20121 -32.03043
H 15.65741 -14.82125 -30.05612
H 16.35781 -13.87208 -36.32778
C 21.65068 -10.89117 -23.41418
O 21.72770 -12.07307 -23.08690
N 20.60014 -10.04861 -23.47012
C 20.82147 -8.61228 -23.41953
C 19.17856 -10.50426 -23.24711
H 22.55461 -10.28124 -23.56618
H 20.01724 -8.16744 -24.00556
H 21.78116 -8.22965 -23.76694
H 20.75390 -8.25137 -22.39324
H 18.81528 -10.40315 -22.22442
H 18.48294 -9.94363 -23.87154
H 19.15470 -11.57107 -23.46949
C 20.34440 -12.35058 -27.88951
O 20.42563 -11.97947 -29.02536
N 19.11091 -12.77936 -27.39376
C 18.93800 -13.32219 -26.09425
C 17.85281 -12.76309 -28.10933
H 21.11829 -12.44825 -27.11250
H 19.89277 -13.70196 -25.73053
H 18.24569 -14.15027 -26.24627
H 18.63048 -12.64885 -25.29417
H 17.93584 -12.28916 -29.08738
H 17.43664 -13.73783 -28.36386
H 17.08060 -12.28179 -27.50921
C 15.19742 -10.47931 -27.24094
O 15.82836 -10.57348 -26.16005
N 14.47884 -11.36852 -27.90829
C 13.67106 -10.84412 -28.98153
C 14.28458 -12.79984 -27.51672
H 15.31565 -9.56937 -27.84941
H 13.80611 -9.78311 -29.19158
H 12.62189 -11.09907 -28.83206
H 13.92237 -11.48483 -29.82677
H 14.99866 -13.26006 -26.83381
H 13.36163 -13.03478 -26.98656
H 14.30028 -13.39142 -28.43208
C 22.24710 -16.21417 -25.93722
O 21.12598 -16.50038 -26.71329
P 21.11856 -17.05744 -28.26419
O 22.10849 -18.10744 -28.48173
O 21.20692 -15.75212 -29.15409
C 21.14162 -15.91813 -30.56927
O 19.58888 -17.77610 -28.61930
C 18.40211 -17.01676 -28.40878
H 23.04640 -16.26646 -26.67647
H 22.23624 -16.96394 -25.14612
H 22.21147 -15.25899 -25.41334
H 20.10497 -15.98672 -30.89902
H 21.81098 -16.70900 -30.90780
H 21.46846 -14.96639 -30.98813
H 17.84104 -17.77729 -27.86573
H 17.93687 -16.86014 -29.38198
H 18.52288 -16.08485 -27.85647
C 16.81313 -9.19253 -32.86062
O 18.04560 -8.55605 -32.43141
P 19.41322 -8.82233 -33.32609
O 19.43600 -8.36887 -34.74254
O 20.56157 -8.23258 -32.43039
C 21.95266 -8.76868 -32.30346
O 19.59825 -10.45514 -33.19200
C 19.54407 -11.20332 -31.95836
H 16.87422 -9.81867 -33.75074
H 15.93658 -8.55222 -32.95940
H 16.62166 -9.82446 -31.99338
H 21.98391 -9.85654 -32.36422
H 22.38895 -8.45993 -31.35351
H 22.60443 -8.37465 -33.08324
H 18.88592 -12.00005 -32.30500
H 19.06258 -10.77213 -31.08066
H 20.49592 -11.66626 -31.69803
*
```

E_HOMO (alpha / beta)	-3.1171 / -5.1486	eV
frontier orbital gap (alpha / beta)	5.0937 / 7.1252	eV
⟨S²⟩	0.77
E_LUMO (alpha / beta)	1.98 / 1.98	eV

=====

No. 4
Molecular formula: C6H14N2
Method: DFT, wB97M-V/def2-TZVPD

```
! wB97M-V def2-TZVPD RIJCOSX def2/J DEFGRID3
* xyz 0 1
C -1.66683 -2.45122 2.13537
N -1.45914 -2.15043 0.73676
C -0.51468 -1.13737 0.46205
C -0.54270 -0.54324 -0.74345
C 0.51923 0.31004 -1.32493
C 1.32299 1.33690 -0.48364
C 0.34663 2.07288 0.42424
N 2.03997 2.25378 -1.38425
H -2.37589 -3.27444 2.29979
H -2.22699 -1.64648 2.65341
H -0.68656 -2.72564 2.55366
H -2.20924 -2.14726 0.06739
H 0.39232 -1.06533 1.03486
H -1.41482 -0.67092 -1.38886
H 1.29340 -0.39795 -1.70450
H 0.28122 0.82440 -2.28163
H 2.11155 0.82298 0.09156
H 0.84634 2.88327 0.97301
H -0.23948 1.44266 1.07501
H -0.48462 2.53741 -0.12356
H 1.54188 3.12767 -1.47253
H 2.28267 1.83289 -2.26713
*
```

E_HOMO	-7.5867	eV
frontier orbital gap	8.6748	eV
E_LUMO	1.09	eV
structure (SMILES)	CN/C=C/C[C@H](C)N

=====

No. 5
Molecular formula: C18H29BNO14
Method: DFT, wB97M-V/def2-TZVPD

```
! wB97M-V def2-TZVPD RIJCOSX def2/J DEFGRID3
* xyz -1 1
C 1.97137 -2.88042 -0.15655
C 0.49044 -3.05318 0.18981
C -0.49314 -2.26090 -0.67620
C -0.25790 -0.73331 -0.60688
C 0.27550 -0.08552 -1.90050
N 1.22961 -0.91115 -2.58280
C -0.89594 0.10199 -2.87393
O -1.69534 1.21057 -2.49297
C -3.04278 1.08715 -2.91694
C -3.84873 0.25100 -1.92337
O -5.22234 0.54666 -2.07535
C -6.07299 -0.45051 -1.54293
C -5.97794 -0.57584 -0.02381
O 0.79153 1.26631 -1.64521
C 1.79550 1.32178 -0.72610
O 2.90136 1.02358 -0.97205
O 1.41889 1.69588 0.50011
C 0.61659 2.87498 0.61894
C -0.49795 2.69402 1.68575
C -1.86754 2.50406 1.01610
O -0.16867 1.61557 2.54733
H 2.28872 -1.83303 -0.09048
H 2.59277 -3.40315 0.57319
H 2.19891 -3.27116 -1.15337
H 0.36589 -2.76438 1.24192
H 0.25164 -4.12158 0.12984
H -1.49529 -2.44833 -0.26814
H -0.47256 -2.62058 -1.70919
H 0.39962 -0.54110 0.24286
H -1.21567 -0.24222 -0.41108
H 1.41798 -0.52783 -3.50095
H 2.09827 -0.99245 -2.06627
H -1.48483 -0.82093 -2.84301
H -0.50770 0.27703 -3.88795
H -3.47680 2.09008 -2.96550
H -3.08173 0.64382 -3.92198
H -3.66568 -0.82488 -2.07508
H -3.49567 0.51310 -0.91690
H -7.09093 -0.15244 -1.80998
H -5.85835 -1.42555 -2.00684
H -6.09604 0.41094 0.43551
H -6.73494 -1.26414 0.35926
H -5.00005 -0.95630 0.29090
H 0.13830 3.11495 -0.33425
H 1.27807 3.70452 0.88515
H -0.50493 3.60402 2.29611
H -1.75161 2.03788 0.03503
H -2.52603 1.89991 1.64978
H -2.33622 3.47936 0.85141
H -0.87042 0.95681 2.52054
B 4.86387 -0.13044 2.69198
O 4.40012 -1.23939 1.81796
C 4.68523 -2.39634 2.38798
O 4.43345 -3.48546 1.95246
C 5.38716 -2.10674 3.72731
O 5.78149 -2.92968 4.50541
O 5.47270 -0.79513 3.86146
O 5.82781 0.73598 1.99256
C 5.36162 1.97610 1.96005
O 5.90655 2.92527 1.47365
C 4.00288 1.98491 2.68310
O 3.30728 2.94550 2.85942
O 3.75561 0.75033 3.09368
*
```

E_HOMO	-6.7941	eV
frontier orbital gap	8.9272	eV
E_LUMO	2.13	eV

=====

What electronic energy values result from the calculations? In sequence: -123504.7555, -112524.3553, -76237.9761, -9427.8311, -49975.1227 eV.